Computed, not measured: a 4-piece molecular cluster, C38H90N11O5P3 overall in a non-equilibrium geometry, with ωB97M-V with the def2-TZVPD basis set.

The HOMO-LUMO gap is 8.5 eV. The calculation puts the highest occupied orbital energy at -0.300 Eh. As for the LUMO energy: 0.37 eV. Its structure (SMILES) is COCCCCCCCCCC[C@H](C#N)[C@@H](C#N)CCCCOC.CN(C)P(=O)(N(C)C)N(C)C.CN(C)P(=O)(N(C)C)N(C)C.CN(C)P(=O)(N(C)C)N(C)C.

XYZ file:
```
147
Properties=species:S:1:pos:R:3:forces:R:3
H 0.136 -0.304 3.748 -0.013 0.108 0.058
C -9.854 -2.062 1.706 -0.154 0.323 -0.790
H 4.467 4.406 7.456 -0.006 0.146 -0.086
C 3.901 -2.286 -7.409 -0.277 -0.026 -0.029
H -4.305 -3.362 -3.084 0.089 0.000 0.001
C 4.482 -0.015 0.815 0.239 0.243 -0.171
H -3.026 -0.746 -0.576 -0.116 0.072 0.135
C 5.346 6.194 5.988 0.017 0.086 -0.215
H 1.089 -1.479 -5.329 -0.007 0.059 -0.073
N 2.589 1.898 0.106 0.407 -0.105 0.028
H -6.766 -1.296 1.730 0.265 -0.123 0.140
C -11.787 -3.000 0.581 -0.514 0.128 -0.106
H -9.109 -2.654 2.236 -0.038 -0.174 -0.008
H -6.416 -0.472 3.295 0.114 -0.135 -0.005
C -10.486 -5.277 0.547 -0.173 -0.528 0.362
H 5.282 -0.493 1.382 -0.190 -0.149 0.119
H 6.632 2.273 -7.167 -0.072 0.074 -0.047
N -11.205 -6.147 0.775 0.358 0.277 -0.083
H 6.268 1.794 -5.511 -0.117 -0.015 0.042
H -2.113 -3.062 1.194 -0.034 -0.049 0.264
N -12.914 -3.062 0.805 0.295 -0.012 -0.179
H 5.530 3.081 7.096 -0.037 -0.026 -0.109
H -4.536 -3.927 1.272 -0.084 0.074 0.039
C 5.001 3.916 6.640 0.044 -0.280 -0.068
C 2.273 3.266 0.481 -0.152 0.037 0.329
C -10.346 -2.806 0.411 0.109 -0.270 1.164
O 4.350 0.481 -4.608 2.252 -1.930 -0.156
H 6.476 -0.247 -7.969 -0.057 0.078 0.120
H 9.321 5.107 3.508 0.117 0.068 0.007
H 1.283 1.758 4.312 -0.035 -0.090 -0.040
H -1.266 -2.081 -0.800 0.085 0.079 -0.114
H 7.341 0.845 4.970 0.029 0.073 -0.098
H 4.401 6.225 5.435 0.023 0.039 -0.031
H -10.049 -4.598 -1.836 -0.018 -0.074 -0.050
N 8.301 4.562 5.330 0.398 1.697 -1.868
H 4.256 3.528 5.930 -0.039 -0.013 0.059
H 7.820 1.737 2.757 -0.053 -0.092 0.088
C -5.042 -2.701 -2.621 -0.036 0.053 0.145
H -10.720 -1.935 2.352 0.157 0.096 0.294
P 4.242 0.095 -6.052 -4.086 2.918 -1.728
H -8.750 -0.584 3.442 -0.032 0.132 0.122
C 3.075 -1.303 2.277 -0.280 0.168 0.408
C -8.406 -0.142 2.507 -0.059 0.004 -0.547
C -6.912 -0.383 2.323 -0.542 0.424 0.169
H 1.010 2.963 3.048 0.016 0.011 0.057
N 2.533 -0.202 -6.157 -0.078 -0.146 -0.418
H 4.821 0.995 0.606 -0.233 0.064 -0.143
H -0.933 -4.356 0.992 0.066 -0.004 -0.017
H 1.194 3.475 0.458 0.023 0.054 -0.013
H -4.532 -5.157 2.525 0.186 -0.166 0.094
H 4.369 -0.556 -0.128 0.091 -0.037 -0.004
H -8.572 -5.344 -1.281 0.075 -0.019 0.066
C -0.075 0.260 2.830 -0.240 0.105 -0.227
H 10.372 4.629 4.844 -0.064 0.036 0.123
H 2.738 -1.824 -4.821 -0.018 0.057 0.036
C -3.914 -4.406 2.041 -0.265 0.191 -0.497
C 5.844 2.250 -6.404 -0.012 0.105 0.299
H -4.670 -0.383 1.496 0.249 -0.026 0.046
H -5.207 -3.802 -0.763 0.055 0.105 0.088
H 3.255 2.849 -7.624 0.033 0.017 -0.049
H -1.422 -4.565 -1.227 -0.174 -0.262 -0.092
P 6.750 4.443 4.557 -2.823 -2.777 3.322
H 9.465 3.406 3.982 -0.147 0.008 -0.043
H -5.710 -2.387 -3.428 -0.048 -0.035 -0.045
C 4.009 2.137 -7.978 0.006 -0.251 -0.434
C 1.614 0.887 -6.438 0.113 0.227 -0.136
H 4.032 -1.679 2.634 0.072 0.107 -0.068
C -2.141 -2.554 -1.252 -0.208 -0.109 0.534
H -7.041 -1.736 -1.250 0.210 0.038 0.021
H 2.766 3.954 -0.206 -0.011 -0.118 -0.132
H -0.415 -0.453 2.081 0.018 0.086 -0.071
N 5.925 4.856 6.030 0.259 -0.129 0.347
H -3.172 -4.425 -0.990 -0.007 -0.230 0.119
C -3.390 -1.727 -0.889 0.633 0.502 -0.231
H -8.570 -0.882 0.494 -0.005 0.241 -0.149
H -4.498 1.203 2.322 0.068 -0.088 0.099
C 6.878 2.267 2.953 -0.273 0.025 -0.227
C 1.520 2.020 3.275 0.438 -0.137 0.187
N 6.849 2.770 4.313 0.119 0.387 -0.370
H 7.268 2.039 6.244 -0.057 0.106 -0.003
N 4.566 -0.968 -7.387 1.497 -1.137 1.742
H -3.706 -1.072 -2.869 -0.093 0.202 -0.055
C -7.123 -2.819 -1.128 -0.045 0.351 0.063
H -9.023 -2.440 -2.143 -0.088 0.049 0.131
H 6.198 -1.930 -8.357 -0.140 -0.029 -0.010
H 2.868 0.721 -1.625 -0.025 0.034 -0.041
H 5.764 1.422 5.520 0.041 -0.045 -0.001
H -8.536 0.938 2.536 -0.035 0.045 0.327
H 0.587 0.542 -6.307 0.046 -0.098 0.136
C -4.332 -1.469 -2.066 0.282 -0.234 0.145
N 3.245 0.020 1.621 -0.254 -2.311 -1.687
H -1.987 -2.522 -2.331 0.015 -0.119 -0.062
H -6.130 -4.443 -2.087 0.059 -0.133 0.108
H -8.018 -3.659 -2.864 -0.122 0.111 -0.150
H 6.810 3.075 2.227 -0.113 0.071 0.098
H 4.301 -2.879 -8.232 0.177 0.100 0.033
H 4.039 -2.851 -6.484 0.025 -0.108 -0.051
H 7.979 5.662 7.105 -0.214 -0.010 -0.113
C -5.836 -3.508 -1.598 -0.343 -0.214 -0.344
C 9.419 4.428 4.360 -0.082 -0.460 -0.100
H 1.706 2.037 -1.830 0.002 -0.057 -0.021
C -4.979 0.663 1.505 -0.349 -0.045 -0.179
H 1.894 -0.434 -4.134 0.020 -0.038 0.022
H 8.357 6.683 5.703 0.102 0.058 0.036
H 2.839 -2.168 -7.599 -0.040 0.145 0.193
H -3.888 -2.149 -0.014 -0.180 -0.086 -0.041
C 2.039 -1.016 -5.051 0.179 -0.027 0.168
C -8.369 -3.276 -1.902 0.410 -0.325 0.008
C 2.648 1.755 -1.345 -0.117 -0.206 -0.105
H 9.613 5.724 6.498 0.037 -0.087 -0.183
H -0.907 0.947 3.030 -0.012 -0.025 0.022
H 3.452 2.371 -1.753 0.021 0.028 0.090
H 2.645 -2.053 1.608 0.104 -0.098 0.009
H -10.010 -0.006 1.030 -0.081 -0.032 -0.078
H 1.684 1.206 -7.477 0.060 0.062 0.070
H 6.545 -1.469 -6.688 0.058 -0.117 -0.040
N 4.698 1.500 -6.882 0.348 -0.257 0.379
H 6.030 6.899 5.510 -0.063 -0.024 -0.025
C 6.795 1.730 5.311 0.378 -0.025 0.301
C -9.146 -4.418 -1.250 -0.127 0.335 -0.091
O 0.506 0.519 0.052 1.061 -3.045 -0.524
C -1.963 -4.068 0.785 -0.234 0.077 -0.265
C -9.589 -4.166 0.208 -0.640 -0.125 -0.659
P 1.777 0.570 0.859 -0.575 5.586 2.141
O -6.395 0.733 1.622 0.281 -0.187 -0.174
C -9.238 -0.709 1.340 0.278 -0.297 0.480
O 5.729 4.887 3.553 2.445 1.204 -1.116
H 3.529 1.409 -8.633 -0.043 -0.059 0.094
H -10.226 -2.130 -0.432 0.234 -0.168 -0.184
C 6.023 -1.168 -7.601 0.086 0.449 -0.140
H -7.248 -2.966 -0.053 -0.102 -0.061 0.047
C -2.207 -3.996 -0.728 0.414 0.255 -0.372
H -3.629 -3.629 2.756 0.074 -0.062 0.136
C 8.566 5.729 6.195 -0.135 0.040 0.239
H -4.683 1.109 0.558 -0.025 0.108 -0.022
H 5.172 6.553 7.006 0.015 -0.090 0.034
H 2.598 2.186 3.241 0.006 0.014 -0.127
O -2.794 -5.012 1.444 0.084 0.052 0.337
H 1.766 1.755 -5.782 -0.068 0.014 -0.014
H 6.045 1.582 2.761 0.017 -0.001 -0.014
H -8.747 -4.235 0.892 0.121 0.219 -0.021
H 2.428 -1.207 3.149 -0.111 0.067 -0.092
H 2.665 3.508 1.468 -0.098 -0.041 0.019
H -5.023 -0.671 -1.785 -0.215 -0.093 -0.063
H 5.576 3.282 -6.149 0.010 -0.004 -0.012
H 4.717 2.690 -8.603 0.088 -0.050 0.079
N 1.110 0.963 2.382 -0.148 -0.345 -0.069
```
Positions in Å, forces in eV/Å.

Atomic partial charges in e from the Löwdin method, atoms 1 to 6: atom 1 (H): 0.0749, atom 2 (C): -0.1408, atom 3 (H): 0.0806, atom 4 (C): -0.1283, atom 5 (H): 0.1096, atom 6 (C): -0.1345